(1)
C7H15O5S | ωB97M-V/def2-TZVPD

- Highest occupied orbital energy: -0.1911 Ha
- Net charge: -1
- Structure (SMILES): CC(C)C[C@H](C)COOS(=O)(=O)[O-]
- HOMO-LUMO gap: 8.39 eV

Each line ends with the natural charge from an NBO analysis.
Geometry (Å):
C 0.6471 1.6273 1.3774  -0.64
C 1.6099 1.2546 0.1583  -0.21
C 1.1010 2.1150 -1.1208  -0.63
C 1.7488 -0.3067 -0.1462  -0.41
C 0.4998 -1.1965 0.2789  -0.24
C 0.9378 -2.7615 0.2561  -0.62
C -0.6237 -0.9722 -0.8574  -0.09
O -1.8615 -1.6175 -0.4755  -0.27
O -2.8695 -0.8395 -0.9852  -0.43
S -3.5564 0.1330 0.2510  2.34
O -4.8559 -0.4606 0.7241  -0.96
O -2.6101 0.2547 1.4323  -0.98
O -3.8153 1.5737 -0.4724  -0.98
H 0.8344 2.7308 1.6379  0.20
H 0.8002 1.0123 2.3162  0.21
H -0.4240 1.5810 1.0001  0.25
H 2.6529 1.6469 0.4425  0.19
H 1.7500 3.0604 -1.1190  0.20
H 0.0122 2.4443 -0.9834  0.23
H 1.2619 1.5049 -2.0625  0.20
H 1.8481 -0.4166 -1.2876  0.19
H 2.7179 -0.7084 0.3060  0.20
H 0.1059 -1.0125 1.3241  0.24
H 0.6822 -3.2692 -0.7297  0.20
H 2.0555 -2.8976 0.4487  0.19
H 0.3631 -3.2728 1.1079  0.22
H -0.8135 0.1463 -0.9653  0.21
H -0.1987 -1.3538 -1.8565  0.16

(2)
C7H16 | ωB97M-V/def2-TZVPD

- Highest occupied orbital energy: -0.3905 Ha
- Structure (SMILES): CC[C@H](C)C(C)C
- HOMO-LUMO gap: 11.75 eV

Each line ends with the natural charge from an NBO analysis.
Geometry (Å):
C 0.7689 0.1201 -0.4208  -0.21
C 0.2568 -1.1834 0.2317  -0.21
C 0.3191 1.4179 0.2781  -0.40
C 0.4635 0.1418 -1.9184  -0.61
C 0.9599 -1.4492 1.5634  -0.60
C -1.2550 -1.2427 0.4326  -0.61
C -0.9926 2.0339 -0.2019  -0.61
H 1.8616 0.0826 -0.3229  0.20
H 0.5333 -1.9968 -0.4509  0.19
H 1.1038 2.1655 0.1335  0.20
H 0.2513 1.2350 1.3516  0.20
H 0.8640 1.0456 -2.3722  0.21
H 0.9244 -0.7148 -2.4064  0.21
H -0.6053 0.1050 -2.1077  0.20
H 2.0401 -1.4614 1.4349  0.21
H 0.6530 -2.4129 1.9641  0.21
H 0.7115 -0.6862 2.2973  0.20
H -1.5397 -2.2340 0.7810  0.21
H -1.5751 -0.5213 1.1798  0.20
H -1.7838 -1.0508 -0.4971  0.21
H -1.2217 2.9077 0.4061  0.21
H -1.8221 1.3396 -0.1197  0.20
H -0.9159 2.3589 -1.2359  0.20

(3)
C7H16AgF3NO11SV2 | ωB97M-V/def2-TZVPD

- Highest occupied orbital energy (alpha / beta): -0.2458 / -0.2691 Ha
- 2S+1: 8
- HOMO-LUMO gap (alpha / beta): 3.82 / 4.44 eV

Each line ends with the natural charge from an NBO analysis.
Geometry (Å):
V -1.6953 0.5850 1.8299  0.85
V 1.3721 -0.9520 -1.2238  1.37
N -1.3460 3.0927 -2.3418  -0.87
H -0.7803 2.6406 -1.6377  0.48
H -2.1042 3.5526 -1.8584  0.46
H -1.7276 2.3120 -2.8566  0.44
H -0.7348 3.6578 -2.9137  0.44
Ag 2.6174 2.2870 -2.4728  0.92
C -2.4011 -3.5109 3.9302  0.75
F -2.7850 -2.9988 5.1179  -0.31
F -1.9693 -4.8316 4.0188  -0.32
F -3.4588 -3.4291 3.1120  -0.32
S -0.8356 -2.5629 3.2406  2.31
O -0.1120 -3.4817 2.3145  -0.98
O -1.3215 -1.3476 2.5597  -1.09
O -0.0794 -2.2491 4.4184  -0.94
C -0.0327 1.1499 -0.2096  0.94
O -0.0048 0.0108 0.2847  -0.84
O -0.9247 1.9198 0.1584  -0.87
O 0.8085 1.3139 -1.0588  -0.89
C 3.3911 -1.2464 -2.8786  0.92
O 3.0692 -0.1927 -2.2927  -0.95
O 2.6425 -2.1518 -2.6671  -0.78
O 4.5067 -1.4142 -3.4176  -0.76
C -1.0992 -4.1755 -0.6788  -0.65
C 0.3670 -3.9118 -0.9466  -0.07
O 0.7423 -2.7963 -0.1260  -0.79
H -1.5559 -4.7237 -1.5028  0.21
H -1.5480 -3.2084 -0.4521  0.21
H -1.3225 -4.7642 0.2110  0.23
H 0.4505 -3.5714 -1.9787  0.20
H 0.9354 -4.7428 -0.5288  0.20
H 0.2954 -2.9308 0.7129  0.53
C 1.5314 4.4781 0.5734  -0.64
C 0.4342 5.1313 -0.1488  -0.07
O -0.8227 4.7564 0.3720  -0.74
H 2.4254 5.0017 0.2347  0.21
H 1.6651 3.4180 0.3580  0.20
H 1.4022 4.6817 1.6364  0.24
H 0.4783 5.1977 -1.2358  0.12
H 0.5131 6.1845 0.1206  0.19
H -0.9861 3.8221 0.2236  0.48

(4)
C7H16AuCl2N2O2PS | ωB97M-V/def2-TZVPD

- Highest occupied orbital energy (alpha / beta): -0.5419 / -0.5851 Ha
- 2S+1: 3
- Net charge: +2
- HOMO-LUMO gap (alpha / beta): 5.21 / 5.63 eV

Each line ends with the natural charge from an NBO analysis.
Geometry (Å):
C -0.2490 -3.3712 -3.7414  -0.77
C -1.0115 -2.3422 -2.9964  0.67
H -0.8988 -3.8824 -4.4599  0.32
H 0.1091 -4.0950 -2.9864  0.32
H 0.6230 -2.9349 -4.2487  0.30
O -2.1805 -2.1224 -2.8504  -0.33
Cl 1.2506 -2.9766 0.0620  -0.59
Au 0.3717 -1.4340 -1.5660  0.98
P 0.3154 1.1460 -1.9860  1.02
C -1.2461 2.0470 -1.5778  -0.97
C 1.4874 2.5229 -1.5539  -0.94
H 1.2818 0.8964 -4.1637  0.28
H 0.1450 2.2927 -4.1737  0.27
H -0.4716 0.6049 -4.1897  0.23
C 0.3132 1.2667 -3.8142  -0.96
H 2.5174 2.1680 -1.6889  0.27
H 1.3203 3.4156 -2.1866  0.27
H -1.3950 2.9032 -2.2604  0.28
H -1.1752 2.4153 -0.5394  0.25
H 1.3507 2.8127 -0.4984  0.24
H -2.0889 1.3483 -1.6609  0.24
C -1.2207 -0.9821 -0.4502  0.46
O -2.0103 -1.0548 0.3786  -0.36
Cl 2.5136 -0.4660 -2.2583  -0.43
N -0.0588 -1.1423 4.2508  -0.72
C 0.2528 -0.0408 3.5232  0.25
N -0.1547 1.1132 4.0828  -0.72
S 1.0626 -0.0952 2.0493  0.39
H -0.6065 -1.0894 5.0927  0.44
H 0.2272 -2.0380 3.9082  0.44
H 0.1467 1.9670 3.6631  0.43
H -0.5249 1.1488 5.0369  0.44

(5)
C7H16BaClO3PSi | ωB97M-V/def2-TZVPD

- Highest occupied orbital energy: -0.5257 Ha
- Net charge: +2
- HOMO-LUMO gap: 6.27 eV

Each line ends with the Löwdin charge.
Geometry (Å):
C 1.3333 -2.8536 -0.0260  -0.09
C 2.6151 -1.9395 0.3782  -0.11
C 2.1752 -0.5234 0.9942  -0.37
O 1.5999 -0.5209 2.1109  0.07
O 2.4331 0.7472 0.3892  -0.07
C 1.6513 0.9552 -0.8104  -0.21
C 0.7679 2.2802 -0.6055  -0.43
Si -1.1128 1.9758 -0.3112  0.01
O -1.5978 3.0088 1.0615  -0.47
Cl -2.1354 2.8112 -2.0045  0.33
P -1.5384 -0.1458 0.0296  0.76
C -2.6048 -0.4468 1.5631  -0.30
C -2.1946 -1.0179 -1.5162  -0.30
H 0.4449 -2.1339 -0.0942  0.01
H 1.4401 -3.3352 -1.0589  0.09
H 1.0600 -3.6131 0.7906  0.10
H 3.1864 -1.7512 -0.5885  0.12
H 3.2214 -2.5690 1.1282  0.14
H 1.0760 0.0431 -1.1746  0.12
H 2.4107 1.1999 -1.6462  0.16
H 1.1420 2.9633 0.2600  -0.16
H 0.8884 2.9157 -1.5865  0.11
H -1.3785 2.4858 1.8782  0.08
H -3.0695 0.5222 1.9603  0.05
H -3.3580 -1.2814 1.3930  0.07
H -1.8939 -0.8148 2.3917  0.06
H -2.3735 -0.2256 -2.3298  0.03
H -1.3789 -1.7499 -1.8723  0.05
H -3.1715 -1.5972 -1.3211  0.08
Ba 0.3619 4.6110 0.6171  2.09

(6)
C7H16Br6O | ωB97M-V/def2-TZVPD

- Highest occupied orbital energy: -0.3659 Ha
- Structure (SMILES): BrCCBr.BrCCBr.BrCCBr.CO
- HOMO-LUMO gap: 10.40 eV

Each line ends with the natural charge from an NBO analysis.
Geometry (Å):
Br 13.2740 6.2553 11.8811  -0.01
C 13.0339 4.5984 12.8476  -0.46
C 12.9796 4.8581 14.3480  -0.46
Br 14.7689 5.1363 15.0745  0.00
H 13.9715 4.1181 12.6879  0.23
H 12.1372 4.1165 12.4542  0.24
H 12.4672 4.0618 14.8695  0.23
H 12.3921 5.7872 14.5909  0.23
Br 5.6947 3.9059 5.2343  -0.02
C 5.8034 5.3839 6.4689  -0.44
C 7.1390 5.3675 7.0864  -0.48
Br 8.6028 5.7582 5.9367  0.02
H 4.9801 5.3258 7.1295  0.23
H 5.7084 6.2607 5.8578  0.22
H 7.3606 4.4224 7.6132  0.23
H 7.1914 6.2188 7.7755  0.23
Br 9.9456 6.8167 9.9299  -0.03
C 10.2821 8.3694 11.0853  -0.47
C 10.1955 8.1384 12.5482  -0.45
Br 10.7869 9.7827 13.4353  -0.01
H 9.6198 9.1420 10.6505  0.24
H 11.2510 8.8517 10.7927  0.23
H 10.9926 7.3951 12.8143  0.23
H 9.2386 7.8957 12.8869  0.22
C 6.4629 10.1826 10.9164  -0.25
O 7.6167 10.8958 11.4205  -0.75
H 5.8653 9.8594 11.7509  0.17
H 5.9404 10.8889 10.2809  0.17
H 6.9094 9.3443 10.2950  0.18
H 7.4665 11.8601 11.4898  0.47

(7)
C7H16CaF6IN4O3SSb | ωB97M-V/def2-TZVPD

- Highest occupied orbital energy (alpha / beta): -0.4324 / -0.4323 Ha
- 2S+1: 2
- Net charge: +1
- HOMO-LUMO gap (alpha / beta): 8.20 / 3.51 eV

Each line ends with the natural charge from an NBO analysis.
Geometry (Å):
Ca 0.5385 -0.3408 0.1422  1.78
N -1.2966 -1.0043 2.1342  -0.46
C -1.5111 0.0143 3.0946  -0.28
C -2.5077 1.0804 2.6288  -0.40
C -1.8851 1.9636 1.5542  -0.24
N -1.6185 1.2326 0.3261  -0.82
H -2.0824 -1.5398 1.7776  0.41
H -0.3799 -1.4793 2.1598  0.45
H -0.5433 0.4221 3.3941  0.28
H -1.9602 -0.4759 3.9829  0.30
H -2.7821 1.6915 3.4873  0.26
H -3.4248 0.6091 2.2641  0.22
H -0.9418 2.3829 1.9050  0.24
H -2.5775 2.7944 1.3763  0.24
H -0.9568 1.7346 -0.2667  0.41
H -2.4445 1.0071 -0.2158  0.39
C 3.4626 2.3531 -0.9461  -0.90
S 2.6688 0.8667 -1.4388  2.39
O 2.8338 -0.1082 -0.2345  -1.09
O 3.2676 0.3222 -2.6041  -0.88
O 1.2058 1.1056 -1.5120  -1.08
H 4.5025 2.1034 -0.7457  0.29
H 2.9853 2.7381 -0.0473  0.27
H 3.3812 3.0528 -1.7749  0.27
F 1.2918 1.1649 1.5442  -0.76
Sb 3.1040 0.2456 1.9696  3.07
F 2.4108 0.2145 3.7241  -0.66
F 1.5112 -1.3742 1.7834  -0.80
F 3.8861 -1.4098 2.3772  -0.63
F 4.8220 0.5200 1.1944  -0.65
F 3.3645 2.1086 2.2710  -0.66
I 1.8197 -5.8140 -2.5938  0.26
C 0.6970 -4.1216 -2.2890  -0.31
C -0.2649 -3.5818 -3.1147  -0.02
N -0.7261 -2.4757 -2.5079  -0.32
N -0.1236 -2.2543 -1.3268  -0.44
C 0.7500 -3.2516 -1.1933  -0.05
H -0.6413 -3.8963 -4.0732  0.25
H -1.4001 -1.8233 -2.8692  0.42
H 1.3847 -3.3103 -0.3200  0.24

(8)
C7H16Cl2IrN2O2PS | ωB97M-V/def2-TZVPD

- Highest occupied orbital energy (alpha / beta): -0.5251 / -0.6152 Ha
- 2S+1: 5
- Net charge: +2
- HOMO-LUMO gap (alpha / beta): 6.99 / 5.35 eV

Each line ends with the natural charge from an NBO analysis.
Geometry (Å):
C 1.6386 1.1697 -3.2286  -0.71
C 1.1163 0.1769 -2.2631  0.32
H 2.2836 0.7025 -3.9522  0.28
H 2.2645 1.8399 -2.6314  0.27
H 0.8678 1.7721 -3.7150  0.31
O 1.1048 -1.0145 -2.5338  -0.23
Cl 1.7725 3.0149 0.4540  -0.23
Ir 0.6249 1.2572 -0.5830  0.62
P -1.2876 -0.0629 -0.5620  1.08
C -0.9945 -1.8034 -0.0221  -0.98
C -2.8947 0.1116 0.3294  -0.93
H -2.0157 0.7810 -2.6994  0.28
H -2.7710 -0.8107 -2.3518  0.28
H -1.0940 -0.7324 -2.9250  0.25
C -1.8433 -0.2254 -2.3097  -0.96
H -3.2305 1.1540 0.2878  0.28
H -3.6350 -0.5527 -0.1582  0.28
H -1.8094 -2.4613 -0.3703  0.28
H -0.9685 -1.8525 1.0745  0.24
H -2.7858 -0.2116 1.3750  0.24
H -0.0541 -2.1991 -0.4166  0.25
C 1.6984 -0.0768 0.1054  0.57
O 2.3656 -0.9319 0.5075  -0.41
Cl -1.2380 2.8163 -0.8914  -0.35
N 0.6622 -1.0336 3.9271  -0.73
C 1.0678 0.0550 3.2442  0.27
N 2.3869 0.2737 3.2564  -0.72
S -0.0087 1.0834 2.3913  0.39
H 1.3101 -1.5220 4.5264  0.44
H -0.3213 -1.2653 3.9444  0.44
H 2.7577 1.0085 2.6494  0.44
H 3.0304 -0.4607 3.5408  0.44